1 | Molecular formula: C3H7N3O
Method: DFT, ωB97M-V/def2-TZVPD

XYZ file:
```
14
Properties=species:S:1:pos:R:3:mulliken_charge:R:1
C -1.0916 -1.1432 0.5293 -1.227
C 0.2150 -0.0354 -0.2374 0.970
C -0.7547 0.9101 0.2011 0.053
N 0.4564 -0.2318 -1.5979 -0.525
O 2.4354 0.3006 0.1360 -0.469
N 1.1475 0.0063 0.7513 -0.596
N -1.6301 1.5328 0.7874 -0.554
H 3.0198 0.2467 0.8993 0.348
H 0.2246 0.5581 -2.1838 0.241
H 1.4040 -0.5507 -1.7521 0.315
H -1.6968 2.5295 0.5877 0.302
H -2.0690 -1.0288 0.0678 0.384
H -0.5698 -2.0346 0.2017 0.394
H -1.0908 -1.0597 1.6095 0.364
```

For the LUMO energy (spin up / spin down), the calculation gives 0.4770 / 0.4763 eV. For the HOMO energy (spin up / spin down), the calculation gives -0.248 / -0.248 hartree.

---

2 | Molecular formula: C3H7N3O
Method: DFT, ωB97M-V/def2-TZVPD

XYZ file:
```
14
Properties=species:S:1:pos:R:3:mulliken_charge:R:1
C 1.5020 0.9638 -0.9097 -0.276
N 0.6114 0.0726 -1.1100 -0.609
C 0.2823 -0.4520 0.2091 0.712
N 0.4934 -1.8147 0.4863 -0.444
C -1.1475 -0.0527 0.5753 0.076
N -1.6628 0.9975 -0.1147 -0.363
O -1.6885 -0.5836 1.5286 -0.629
H 2.2285 0.8854 -0.0882 0.334
H 1.5705 1.8519 -1.5238 0.283
H 0.8060 0.3145 0.8605 0.030
H -0.1989 -2.2655 1.0629 0.217
H 1.1274 -2.3703 -0.0558 0.171
H -1.3241 1.1749 -1.0490 0.237
H -2.5997 1.2782 0.1284 0.262
```

For the LUMO energy, the calculation gives 0.6601 eV. For the HOMO energy, the calculation gives -0.326 hartree.

---

3 | Molecular formula: C3H7N3O
Method: DFT, ωB97M-V/def2-TZVPD

XYZ file:
```
14
Properties=species:S:1:pos:R:3:mulliken_charge:R:1
C 2.2940 0.2723 -0.0720 -0.711
N 0.8721 0.2286 0.0160 -0.350
C 0.2873 -0.9459 0.1406 -0.059
N -1.1347 -0.9409 0.0343 -0.189
C -2.1170 0.0280 0.0597 0.425
N -1.5214 1.1824 0.2692 -0.481
O -3.2534 -0.1872 -0.1946 -0.582
H 2.8464 0.1465 1.1131 0.229
H 2.4081 1.3211 -0.8116 0.268
H 2.6613 -0.7718 -0.7174 0.218
H 0.7203 -1.8849 -0.0706 0.309
H -1.5262 -1.8918 0.4581 0.255
H -0.5046 1.3127 -0.1431 0.371
H -2.0322 2.1310 -0.0818 0.297
```

For the LUMO energy, the calculation gives 0.5399 eV. For the HOMO energy, the calculation gives -0.348 hartree.

---

4 | Molecular formula: C3H7N3O
Method: DFT, ωB97M-V/def2-TZVPD

XYZ file:
```
14
Properties=species:S:1:pos:R:3:mulliken_charge:R:1
H 2.1447 0.5175 0.9469 0.377
N 2.6828 -0.2907 0.1396 -0.644
C 1.6819 -0.7466 -0.6270 0.083
N 0.3990 -0.0369 -0.2450 0.008
C 0.2115 1.1955 0.0355 0.292
N -0.7060 1.9348 -0.4688 -0.597
H -0.6330 2.9801 -0.2252 0.237
O -0.8009 -0.6470 -0.6915 -0.352
C -1.7225 -1.0913 0.2263 -0.518
H 1.6051 -1.4896 -1.3794 0.394
H 1.2161 1.4493 0.6651 -0.002
H -1.6009 -2.1138 0.8705 0.199
H -1.8906 -0.3239 1.0483 0.233
H -2.5872 -1.3375 -0.2953 0.289
```

For the LUMO energy, the calculation gives 0.5809 eV. For the HOMO energy, the calculation gives -0.336 hartree.

---

Q: Which of them is the most stable? A: 2.

---

1 | Molecular formula: C3H7N3O
Method: DFT, ωB97M-V/def2-TZVPD

XYZ file:
```
14
Properties=species:S:1:pos:R:3:mulliken_charge:R:1
H 3.5962 0.3467 -2.1418 0.269
N 3.1164 -0.1020 -1.3622 -0.599
C 1.9789 0.4461 -1.1983 0.006
N 1.1330 -0.0007 -0.1898 -0.528
C -0.0160 0.5837 -0.0922 0.519
O -0.7225 1.4422 -0.5788 -0.615
N -0.7294 -0.1909 1.1604 -0.173
C -2.0456 -0.7442 0.7989 -0.809
H 1.6019 1.2731 -1.8193 0.287
H -0.8101 0.4682 1.9347 0.308
H -0.0338 -0.9019 1.3959 0.367
H -1.8992 -1.4587 -0.0128 0.312
H -2.6682 0.0796 0.4479 0.335
H -2.5014 -1.2412 1.6574 0.321
```

For the LUMO energy, the calculation gives 0.3834 eV. For the HOMO energy, the calculation gives -0.324 hartree.

---

2 | Molecular formula: C3H7N3O
Method: DFT, ωB97M-V/def2-TZVPD

XYZ file:
```
14
Properties=species:S:1:pos:R:3:mulliken_charge:R:1
H -0.2324 2.9159 -1.2741 0.269
N 0.4282 2.1695 -1.4927 -0.625
C -0.1239 1.0527 -1.2713 0.086
N 0.5741 -0.1645 -1.4595 -0.187
C 0.6076 -1.0409 -0.3878 0.362
O 0.7500 -2.2432 -0.4729 -0.587
N 0.4198 -0.3419 0.7944 -0.219
C -0.5235 -0.7730 1.8009 -0.905
H -1.1430 0.9291 -0.8794 0.331
H 0.8138 -0.4978 -2.3823 0.228
H 0.7864 0.5941 0.8423 0.353
H -1.4491 -1.1326 1.3328 0.284
H -0.7823 0.0985 2.4103 0.340
H -0.1257 -1.5660 2.4392 0.270
```

For the LUMO energy, the calculation gives 0.7270 eV. For the HOMO energy, the calculation gives -0.356 hartree.

---

3 | Molecular formula: C3H7N3O
Method: DFT, ωB97M-V/def2-TZVPD

XYZ file:
```
14
Properties=species:S:1:pos:R:3:mulliken_charge:R:1
H 1.6467 2.6888 2.3650 0.268
N 1.5289 1.7254 2.0591 -0.636
C 0.6887 1.6684 1.1132 0.043
N 0.3700 0.4375 0.5502 -0.220
C -0.5055 0.3500 -0.4898 0.457
O -1.0901 1.3508 -0.9786 -0.750
N -0.8599 -0.7517 -1.1381 -0.233
C -0.4083 -2.1209 -0.8797 -0.821
H 0.1454 2.4966 0.6486 0.334
H 0.8244 -0.3811 0.9326 0.237
H -1.4857 0.0460 -1.7228 0.448
H -0.7943 -2.5276 0.0708 0.293
H 0.6928 -2.2052 -0.8535 0.290
H -0.7529 -2.7770 -1.6769 0.290
```

For the LUMO energy, the calculation gives 0.7819 eV. For the HOMO energy, the calculation gives -0.350 hartree.

---

Q: Which of them is the most stable? A: 2.

---

1 | Molecular formula: C3H7N3O
Method: DFT, ωB97M-V/def2-TZVPD

XYZ file:
```
14
Properties=species:S:1:pos:R:3:mulliken_charge:R:1
C -1.5251 -0.3350 -0.0816 0.311
C -0.4999 0.5405 -0.0145 0.038
N -0.1461 -1.7545 -0.2201 -0.656
N -0.4140 1.7582 0.7245 -0.530
N 1.7584 0.1448 -0.8214 -0.475
C 0.8059 -0.2255 0.0908 0.061
O -2.6710 -0.6194 0.1254 -0.550
H -0.1850 -1.8619 -1.2250 0.280
H -0.5767 -2.3850 0.4413 0.267
H -0.4667 1.5916 1.7261 0.202
H -1.1350 2.4160 0.4565 0.260
H 2.4023 0.8683 -0.5236 0.252
H 1.4334 0.1944 -1.7808 0.242
H 1.2195 -0.3323 1.1025 0.298
```

For the LUMO energy, the calculation gives 0.9057 eV. For the HOMO energy, the calculation gives -0.283 hartree.

---

2 | Molecular formula: C3H7N3O
Method: DFT, ωB97M-V/def2-TZVPD

XYZ file:
```
14
Properties=species:S:1:pos:R:3:mulliken_charge:R:1
C 1.7426 0.5630 -2.0206 -0.573
N 0.5027 -0.1915 -1.5940 -0.281
C 0.2469 -0.1839 -0.0932 0.060
N -0.4809 -1.1094 0.3593 -0.423
C -1.1109 -0.8896 1.6001 0.159
N -2.0031 0.0679 1.6115 -0.389
O -2.6069 0.3314 2.8016 -0.343
H 2.0242 0.8435 -3.1687 0.246
H 1.7288 1.5095 -1.3472 0.209
H 2.7220 -0.0155 -1.7246 0.238
H 0.4279 -1.2027 -1.9733 0.291
H 0.5245 0.8508 0.4665 0.168
H -0.7573 -1.7407 2.4243 0.282
H -2.9603 1.1673 2.6584 0.357
```

For the LUMO energy, the calculation gives 1.0107 eV. For the HOMO energy, the calculation gives -0.330 hartree.

---

3 | Molecular formula: C3H7N3O
Method: DFT, ωB97M-V/def2-TZVPD

XYZ file:
```
14
Properties=species:S:1:pos:R:3:mulliken_charge:R:1
C -0.1879 1.7882 -2.1769 -0.775
C -0.4781 1.4357 -0.8989 0.089
N -0.4308 0.2240 -0.3183 0.012
O 0.2724 -0.8404 -1.0725 -0.473
C -0.1206 0.3206 1.1229 0.154
N 0.2468 -0.6032 2.0681 -0.487
N 0.5775 -1.8584 1.3481 -0.513
H 0.0590 1.0408 -2.8932 0.328
H -0.3247 2.8833 -2.5691 0.203
H -0.5737 2.1644 -0.2052 0.206
H 0.4393 -1.5285 -0.3249 0.506
H -0.6268 1.2788 1.4441 0.246
H 1.2173 -2.2661 1.8741 0.187
H -0.4044 -2.4533 1.2865 0.317
```

For the LUMO energy, the calculation gives 0.8056 eV. For the HOMO energy, the calculation gives -0.305 hartree.

---

4 | Molecular formula: C3H7N3O
Method: DFT, ωB97M-V/def2-TZVPD

XYZ file:
```
14
Properties=species:S:1:pos:R:3:mulliken_charge:R:1
H 1.9128 -1.1884 -0.1673 0.381
N 1.4245 -1.9078 -0.9008 -0.586
C 0.1902 -1.6715 -1.1842 -0.094
N -0.5517 -0.3868 -1.0797 0.184
O -1.6291 -0.2929 -1.9590 -0.465
C -0.2114 0.5698 -0.0930 0.034
N 0.7115 0.3328 0.7713 -0.377
C 0.5729 1.3318 1.8021 -0.748
H -0.1664 -2.1554 -2.0702 0.355
H -2.5165 -0.7082 -1.6410 0.338
H -1.1504 1.3203 -0.1083 0.217
H 1.5449 2.0295 1.9715 0.235
H 0.2652 0.9122 2.8224 0.266
H -0.3965 1.8147 1.8361 0.260
```

For the LUMO energy, the calculation gives 0.4481 eV. For the HOMO energy, the calculation gives -0.332 hartree.

---

Q: Which of them is the most stable? A: 1.

---

1 | Molecular formula: C3H7N3O
Method: DFT, ωB97M-V/def2-TZVPD

XYZ file:
```
14
Properties=species:S:1:pos:R:3:mulliken_charge:R:1
C -0.6168 -2.1418 -0.7857 -0.865
N 0.5861 -1.2287 -1.0271 -0.176
C 0.5615 0.2512 -0.7784 0.475
O 1.0809 1.0061 -1.5631 -0.555
N -0.0851 0.5585 0.3666 -0.179
C -0.2355 1.8724 0.8139 -0.027
N -0.8446 2.0989 1.8980 -0.595
H -1.4604 -1.5963 -1.2307 0.207
H -0.7459 -2.1525 0.3089 0.193
H 0.8668 -1.3038 -2.0074 0.346
H 1.3633 -1.6232 -0.4931 0.320
H -0.5953 -0.1857 0.8360 0.247
H 0.2181 2.5996 0.1365 0.338
H -0.8712 3.0992 2.0832 0.271
```

For the LUMO energy, the calculation gives 0.4302 eV. For the HOMO energy, the calculation gives -0.266 hartree.

---

2 | Molecular formula: C3H7N3O
Method: DFT, ωB97M-V/def2-TZVPD

XYZ file:
```
14
Properties=species:S:1:pos:R:3:mulliken_charge:R:1
C -0.7275 2.0045 -0.1909 -0.901
C -1.3766 0.8555 0.1257 0.084
N -0.8502 -0.3947 -0.0683 0.266
N -1.6727 -1.5074 0.0492 -0.796
C 0.4881 -0.6648 -0.2275 0.038
N 1.3796 0.0995 0.3068 -0.410
O 2.6934 -0.2673 -0.0106 -0.393
H -1.2156 2.8932 0.0284 0.288
H 0.2678 2.0228 -0.4894 0.314
H -2.3087 0.7492 0.6457 0.311
H -2.3562 -1.6065 -0.6897 0.235
H -2.1043 -1.4071 0.9663 0.254
H 0.6087 -1.5075 -0.9200 0.368
H 3.2604 0.4410 0.2855 0.344
```

For the LUMO energy, the calculation gives 0.9676 eV. For the HOMO energy, the calculation gives -0.291 hartree.

---

3 | Molecular formula: C3H7N3O
Method: DFT, ωB97M-V/def2-TZVPD

XYZ file:
```
14
Properties=species:S:1:pos:R:3:mulliken_charge:R:1
C 0.2982 0.5333 -1.4712 -0.367
C -1.0300 0.4481 -0.7653 -0.516
C 0.3950 -0.4749 1.3846 0.170
H 0.1497 1.2388 -2.3475 0.274
H 0.6504 -0.5955 -1.7100 0.288
H -2.1192 1.0130 -1.3646 0.278
H -0.9685 1.3119 0.1059 0.262
H 0.7925 -0.3575 2.4747 0.259
H 2.3406 -0.2760 1.0292 0.288
H 1.1108 1.7724 -0.3297 0.255
N -0.8474 -0.8079 1.2203 -0.387
N 1.3176 -0.1023 0.4625 -0.215
N 1.3854 0.7333 -0.6188 -0.371
O -1.6156 -0.7385 -0.0243 -0.218
```

For the LUMO energy, the calculation gives 0.5954 eV. For the HOMO energy, the calculation gives -0.327 hartree.

---

Q: Which of them is the most stable? A: 1.

---

1 | Molecular formula: C2H3O2S2
Method: DFT, ωB97M-V/def2-TZVPD

XYZ file:
```
9
Properties=species:S:1:pos:R:3:mulliken_charge:R:1
C 3.5820 -0.7230 -0.2391 0.612
C -0.5551 0.5245 0.0544 -0.751
O 2.8245 -1.4533 -0.7494 -0.537
O 4.6672 -0.6893 0.2884 -0.544
S 3.1533 1.0564 0.2087 -0.203
S 0.6033 1.9533 -0.3678 -0.342
H -1.3856 0.7565 -0.4906 0.263
H -0.7962 0.7599 1.0538 0.249
H -0.2801 -0.5593 -0.2034 0.252
```

The total charge is -1. For the LUMO energy, the calculation gives 2.9363 eV. For the HOMO energy, the calculation gives -0.161 hartree.

---

2 | Molecular formula: C2H3O2S2
Method: DFT, ωB97M-V/def2-TZVPD

XYZ file:
```
9
Properties=species:S:1:pos:R:3:mulliken_charge:R:1
C -0.0296 -0.7788 -0.2362 0.338
C -0.7553 0.5564 0.0966 -0.074
O -0.7148 -1.6658 -0.8008 -0.640
O 1.2519 -1.1031 0.1928 -0.462
S 0.0415 2.3125 -0.1557 -0.283
S -1.1299 -0.0974 1.7393 -0.532
H -1.6542 0.7245 -0.6011 0.218
H 1.7042 -1.8734 -0.2916 0.340
H 1.2861 1.9250 0.0566 0.094
```

The total charge is -1. For the LUMO energy, the calculation gives 3.3941 eV. For the HOMO energy, the calculation gives -0.114 hartree.

---

3 | Molecular formula: C2H3O2S2
Method: DFT, ωB97M-V/def2-TZVPD

XYZ file:
```
9
Properties=species:S:1:pos:R:3:mulliken_charge:R:1
C 0.3681 -0.6901 0.8590 -1.023
C -0.7422 -0.0278 -0.1648 0.314
S -2.1576 -0.8259 -0.3063 -0.390
S -0.3463 1.3502 -1.2483 0.460
O 0.5280 2.3377 -0.5348 -0.638
O 0.3567 0.2488 -1.9949 -0.599
H 0.4960 -0.0919 1.7368 0.304
H 0.0758 -1.6156 1.3512 0.345
H 1.4216 -0.6855 0.3022 0.227
```

The total charge is -1. For the LUMO energy, the calculation gives 3.5557 eV. For the HOMO energy, the calculation gives -0.137 hartree.

---

4 | Molecular formula: C2H3O2S2
Method: DFT, ωB97M-V/def2-TZVPD

XYZ file:
```
9
Properties=species:S:1:pos:R:3:mulliken_charge:R:1
C 2.4639 0.8286 0.4083 0.639
C -1.9738 -0.3604 -0.3151 -0.829
O 2.0719 1.5908 1.2294 -0.538
O 3.3411 0.5898 -0.4456 -0.487
S 1.6386 -0.7083 -0.2453 -0.150
S -1.0988 -1.7651 0.4767 -0.443
H -2.9031 -0.4161 0.0549 0.346
H -1.7772 -0.3195 -1.4304 0.201
H -1.7625 0.5603 0.2671 0.261
```

The total charge is -1. For the LUMO energy (spin up / spin down), the calculation gives 2.7025 / 2.7005 eV. For the HOMO energy (spin up / spin down), the calculation gives -0.150 / -0.150 hartree.

---

Q: Which of them is the most stable? A: 2.